Computed, not measured: a cluster of 8 separate species, C20H38Br10O2 in total, with ωB97M-V/def2-TZVPD.

XYZ file:
```
70
C20H38Br10O2, DFT ωB97M-V/def2-TZVPD
Br -20.07 28.13 -6.06
H -15.57 29.57 -7.14
C -18.51 33.16 -11.16
H -15.30 27.22 -9.41
C -15.87 31.69 -7.17
Br -22.99 31.77 -7.47
C -23.36 26.63 -5.58
H -22.26 26.95 -3.78
H -20.93 32.70 -4.33
H -18.88 27.20 -7.99
H -16.85 31.68 -7.63
C -23.18 26.47 -4.10
Br -13.48 25.86 -7.53
H -20.08 33.41 -12.32
H -18.73 33.90 -3.63
C -18.69 28.09 -7.41
C -14.04 33.05 -6.28
H -23.25 28.26 -9.51
C -18.81 29.28 -8.32
H -22.16 31.95 -11.16
O -22.53 27.62 -9.46
C -21.91 31.75 -9.06
C -13.39 31.87 -5.95
C -19.67 34.35 -3.94
H -21.20 34.09 -5.39
H -21.20 25.31 -9.95
H -22.27 27.04 -11.43
Br -24.14 30.63 -10.50
H -13.62 34.03 -6.09
C -15.35 26.16 -9.61
H -22.77 25.05 -9.21
C -14.02 25.51 -9.34
H -16.18 25.75 -9.06
C -22.77 26.70 -10.52
H -19.73 29.22 -8.89
H -24.16 26.03 -5.98
H -12.38 31.92 -5.53
Br -15.81 25.87 -11.47
H -21.39 30.80 -9.11
H -13.26 25.96 -9.97
C -22.27 25.36 -10.13
H -21.24 32.60 -9.00
C -15.19 30.55 -6.86
H -20.24 34.45 -3.01
Br -19.43 36.13 -4.59
H -14.03 24.44 -9.49
Br -19.32 32.69 -6.19
C -22.75 31.95 -10.25
C -20.46 33.51 -4.86
H -13.35 29.73 -6.11
H -15.86 33.84 -7.18
H -23.23 32.92 -10.19
H -22.54 24.61 -10.89
H -17.75 28.06 -6.88
H -17.93 32.42 -11.73
H -23.99 26.83 -3.50
C -18.26 32.99 -9.67
H -18.80 33.74 -9.10
Br -22.89 24.58 -3.70
H -18.10 34.14 -11.47
C -15.30 32.96 -6.85
H -18.55 31.98 -9.35
O -19.92 33.11 -11.42
H -17.19 33.11 -9.48
H -23.84 26.63 -10.70
C -13.94 30.61 -6.28
Br -17.39 29.24 -9.62
H -22.43 26.42 -6.10
Br -23.76 28.49 -5.97
H -18.91 30.26 -7.84
```

Properties
**Orbital gap**: 9.6 eV
**ΔE to the lowest compared entry with this formula, charge and spin**: 0.0 kJ/mol
**SMILES string**: c1ccccc1.BrCCBr.BrCCBr.BrCCBr.BrCCBr.BrCCBr.CCO.CCO
**Lowest unoccupied orbital energy**: 0.01357 Ha
**Total energy**: -725876.437 eV
**Spin multiplicity**: 1

Atomic partial charges in e from the Löwdin method, atoms 1 to 8: number 1, Br, carries 0.693; number 2, H, carries 0.076; number 3, C, carries -0.296; number 4, H, carries -0.002; number 5, C, carries -0.114; number 6, Br, carries 0.625; number 7, C, carries -0.733; number 8, H, carries 0.040